A) Below is the molecule C3H9N3, with properties calculated with ωB97M-V/def2-TZVPD.

Geometry as ORCA input:
```
! RIJCOSX wB97M-V def2-TZVPD def2/J DEFGRID3
* xyz 0 1
H -1.55704 -0.92312 0.96452
N -0.69606 -0.68784 1.61315
C 0.08370 0.00001 0.87882
C 1.36472 0.40594 1.31435
N -0.14115 -0.04390 -0.59435
C 0.67101 0.53005 -1.52960
N -1.31009 -0.35840 -1.27947
H 2.22282 0.03287 0.60233
H 1.40257 0.17443 2.34014
H 1.37520 1.56943 1.20112
H 0.47711 1.59587 -1.56201
H 1.64660 0.44128 -1.14480
H 0.51770 0.08454 -2.41844
H -1.68219 -1.30920 -0.89923
H -2.08827 0.34885 -1.24040
*
```

SMILES ... [H]/N=C(/C)N(C)N

---

B) Below is the molecule C3H9N3, with properties calculated with ωB97M-V/def2-TZVPD.

Geometry as ORCA input:
```
! RIJCOSX wB97M-V def2-TZVPD def2/J DEFGRID3
* xyz 0 1
C 1.09229 -1.57205 1.64290
N 0.60542 -0.83475 0.52978
C -0.55693 -0.97536 0.13820
N -1.18594 -0.04412 -0.51089
N -0.16906 0.91517 -0.91346
C -0.80060 2.15851 -1.32641
H 2.18656 -1.36140 1.64130
H 0.82877 -2.72497 1.37241
H 0.68478 -1.69149 2.74076
H 1.03365 0.02202 0.28828
H -1.22449 -1.73279 0.52149
H 0.32157 0.43733 -1.88272
H -1.47522 2.02364 -2.33016
H -1.36103 2.55988 -0.42725
H 0.02022 2.82039 -1.48423
*
```

SMILES ... CN/C=N\NC

---

Most stable to least stable, the ends of the list are A) and B).